C4H7NO3 in the gas phase. Source: OMol25; level of theory: the ωB97M-V functional and the def2-TZVPD basis.

Last columns: bonded neighbours and bond lengths (Å).
Geometry (Å):
1 C 0.4970 -0.3341 -0.2267  N12 1.271, O14 1.310, O15 1.326
2 C 0.1270 0.8389 1.7489  C3 1.547, H6 1.114, H7 1.068, O14 1.409
3 C -1.3835 0.7801 1.4213  C2 1.547, C4 1.529, H8 1.129, H9 1.099
4 C -1.5968 0.6402 -0.0861  C3 1.529, H10 1.105, H11 1.131, O15 1.462
5 H 1.7997 -1.6347 -2.5219  O13 0.959
6 H 0.6203 1.7909 1.4459  C2 1.114
7 H 0.4148 0.7150 2.7704  C2 1.068
8 H -1.6350 -0.2020 1.9187  C3 1.129
9 H -2.0482 1.5664 1.8042  C3 1.099
10 H -1.9103 1.6457 -0.4205  C4 1.105
11 H -2.1813 -0.2542 -0.4567  C4 1.131
12 N 0.9927 -1.3344 -0.8350  C1 1.271, O13 1.438
13 O 1.1054 -1.0374 -2.2372  H5 0.959, N12 1.438
14 O 0.7358 -0.2270 1.0564  C1 1.310, C2 1.409
15 O -0.3251 0.5348 -0.7991  C1 1.326, C4 1.462

Properties
Max |F|   2.4 eV/A
Calculated total energy   -11890.933 eV
Kohn-Sham gap   9.2287 eV